Below is a molecular structure, C4H11N3O, with properties calculated with wB97M-V/def2-TZVPD.

Last column: natural (NBO) charge in e.
CARTESIAN COORDINATES (ANGSTROEM)
C1 -1.7023 -0.2968 -1.1723  0.282
C2 -2.0550 -0.2087 0.2809  -0.508
C3 -0.6800 -0.1164 0.9211  -0.402
N1 -1.5036 0.8228 -1.8621  -0.692
H1 -1.5865 -1.2348 -1.6945  0.230
H2 -0.8671 0.7941 -2.6465  0.424
H3 -1.4948 1.7051 -1.3727  0.402
H4 -2.6569 0.6833 0.4749  0.217
H5 -2.6296 -1.0789 0.6033  0.228
H6 -0.3132 -1.0669 1.2884  0.201
H7 -0.5445 0.7074 1.6117  0.188
C4 2.6279 -0.4045 0.8694  -0.445
N2 1.8424 0.6633 0.2569  -0.461
N3 0.6319 0.3241 -0.3668  0.056
O1 0.7420 -0.7177 -1.1254  -0.653
H8 1.6628 1.4390 0.8808  0.345
H9 2.8142 -1.1697 0.1205  0.225
H10 2.1327 -0.8613 1.7378  0.165
H11 3.5796 0.0166 1.1946  0.198

Energy relative to the best compared isomer or geometry (same formula, charge and spin) ... 161.5 kcal/mol
LUMO energy (alpha / beta) ... 0.1 / 0.5 eV
Charge ... 0
Highest occupied orbital energy (alpha / beta) ... -5.81 / -6.17 eV
2S+1 ... 1



Below is 5 unconnected molecules or ions with the total composition C30H50BN4O2, with properties calculated with wB97M-V/def2-TZVPD.

Last column: Mulliken charge in e.
CARTESIAN COORDINATES (ANGSTROEM)
C1 4.3439 3.2710 3.6124  -1.394
C2 4.3086 2.0428 2.6950  -0.175
C3 3.6486 0.8087 3.3349  -0.810
C4 2.6923 -0.0066 2.4253  -0.114
C5 1.2505 -0.1081 2.9307  -0.915
B1 0.0403 -0.6995 1.9252  0.531
C6 0.5979 -1.3278 0.4735  -0.655
C7 1.3186 -2.6113 0.5921  -0.055
O1 2.4049 -3.0362 0.0463  -0.649
C8 -1.1143 0.4416 1.5846  -1.471
C9 -2.4758 0.1786 2.2458  0.637
C10 -2.4592 0.3990 3.7621  -0.194
C11 -3.8157 0.4039 4.5007  -1.045
C12 -5.0598 0.4793 3.6318  -0.313
O2 -5.2043 1.7928 3.1205  -0.373
C13 -5.6884 1.9136 1.8031  0.065
C14 -5.0604 3.1160 1.1109  -1.219
H1 4.9306 3.0796 4.5228  0.304
H2 4.7833 4.1412 3.1112  0.389
H3 3.3278 3.5484 3.9329  0.348
H4 5.3347 1.8146 2.3800  0.256
H5 3.7663 2.2918 1.7765  0.260
H6 4.4427 0.1459 3.7183  0.398
H7 3.0775 1.1356 4.2196  0.395
H8 2.6844 0.4333 1.4202  0.095
H9 3.0961 -1.0239 2.3000  0.124
H10 0.9718 0.8998 3.2903  0.190
H11 1.2969 -0.7271 3.8454  0.222
H12 -0.5082 -1.6510 2.5100  -0.217
H13 1.1930 -0.6251 -0.1284  0.193
H14 -0.3254 -1.5562 -0.0886  0.393
H15 0.8164 -3.3032 1.2983  0.336
H16 -0.7824 1.4424 1.9128  0.300
H17 -1.2763 0.5334 0.4984  0.343
H18 -2.7319 -0.8824 2.0611  0.151
H19 -3.2796 0.7920 1.8041  -0.414
H20 -1.9253 1.3375 3.9823  0.268
H21 -1.8271 -0.4041 4.1766  0.092
H22 -3.8995 -0.4875 5.1318  0.364
H23 -3.8839 1.2685 5.1825  0.320
H24 -4.9891 -0.2159 2.7852  0.372
H25 -5.9528 0.2091 4.2200  0.321
H26 -6.7889 2.0142 1.8423  0.140
H27 -5.4626 0.9904 1.2512  0.290
H28 -3.9911 2.9494 0.9132  0.239
H29 -5.5681 3.3102 0.1528  0.363
H30 -5.1547 3.9989 1.7518  0.287
N1 3.1769 -1.8380 -2.5029  0.233
C15 4.2975 -1.6410 -3.2575  -0.621
C16 3.9474 -1.7613 -4.5807  -0.432
C17 2.5544 -2.0416 -4.6186  -0.284
C18 2.1160 -2.0840 -3.3181  -0.598
H31 3.1157 -1.8303 -1.4869  0.196
H32 5.2462 -1.4305 -2.7980  0.328
H33 4.6082 -1.6610 -5.4254  0.413
H34 1.9502 -2.2022 -5.4966  0.420
H35 1.1402 -2.2673 -2.9034  0.355
N2 6.5466 2.5845 -1.8119  -0.011
C19 5.9985 1.3327 -1.8244  -0.454
C20 7.0113 0.4400 -1.5938  -0.170
C21 8.2129 1.1856 -1.4397  -0.731
C22 7.8929 2.5091 -1.5818  -0.509
H36 6.0311 3.4318 -1.9394  0.187
H37 4.9453 1.1824 -1.9836  0.476
H38 6.9065 -0.6287 -1.5244  0.448
H39 9.1959 0.7943 -1.2398  0.378
H40 8.5013 3.3948 -1.5294  0.391
N3 2.2530 -2.3145 -8.5881  0.055
C23 1.6310 -3.5326 -8.5900  -0.572
C24 2.5980 -4.4940 -8.4693  -0.349
C25 3.8517 -3.8275 -8.3913  -0.241
C26 3.6048 -2.4839 -8.4722  -0.651
H41 1.7888 -1.4309 -8.6474  0.189
H42 0.5606 -3.6116 -8.6600  0.378
H43 2.4258 -5.5554 -8.4221  0.394
H44 4.8198 -4.2819 -8.2706  0.392
H45 4.2695 -1.6391 -8.4351  0.399
N4 -9.5066 1.0478 2.7066  0.017
C27 -10.6629 1.3976 2.0676  -0.482
C28 -11.2619 0.2464 1.6296  -0.419
C29 -10.4266 -0.8384 2.0162  -0.502
C30 -9.3497 -0.3089 2.6763  -0.339
H46 -8.8577 1.6880 3.1217  0.237
H47 -10.9604 2.4275 1.9789  0.369
H48 -12.1906 0.1880 1.0883  0.388
H49 -10.5940 -1.8846 1.8264  0.394
H50 -8.4901 -0.7787 3.1209  0.351

LUMO energy ... 2.3 eV
Charge ... -1
Highest occupied orbital energy ... -5.61 eV
2S+1 ... 1



no.,strongest force on any atom (eV/Å)
1,1.58
2,4.20